Version A
Here is a 2-piece molecular cluster, C9H14O overall from OMol25. Energies are from ωB97M-V with the def2-TZVPD basis set.

CARTESIAN COORDINATES (ANGSTROEM)
1 C -1.473 -2.420 0.487
2 C -0.730 1.268 0.340
3 C -1.091 1.600 -0.946
4 C -0.919 -0.027 0.871
5 C -1.560 -0.969 0.035
6 C -1.905 0.705 -1.733
7 C -2.034 -0.627 -1.282
8 O -0.797 2.960 -1.305
9 H -0.441 2.042 1.133
10 H -0.581 -0.429 1.803
11 H -2.588 0.912 -2.561
12 H -1.422 3.222 -1.960
13 H -0.817 -2.987 -0.038
14 H -2.410 -2.902 0.483
15 H -2.823 -1.267 -1.755
16 H -0.870 -2.547 1.381
17 C 3.090 0.928 0.531
18 C 2.537 -0.504 0.676
19 H 3.307 1.223 -0.488
20 H 2.555 1.522 1.249
21 H 4.049 1.138 1.081
22 H 2.332 -0.926 -0.276
23 H 1.546 -0.648 1.133
24 H 3.047 -1.266 1.140

Computed properties:
- LUMO energy (spin up / spin down): 3.91 / 3.80 eV
- Total charge: -1
- <S²>: 0.76
- Multiplicity: 2
- HOMO (spin up / spin down): 0.845 / -3.499 eV

***

Version B
Here is a 2-piece molecular cluster, C9H14O overall from OMol25. Energies are from ωB97M-V with the def2-TZVPD basis set.

CARTESIAN COORDINATES (ANGSTROEM)
1 C -0.232 -0.844 3.488
2 C -0.986 1.570 0.079
3 C -1.711 0.328 0.283
4 C 0.085 1.969 0.899
5 C -1.473 -0.420 1.469
6 C 0.281 1.237 2.036
7 C -0.529 0.082 2.363
8 O -1.158 2.411 -0.985
9 H -2.364 0.011 -0.544
10 H -1.680 2.026 -1.830
11 H 0.767 2.822 0.414
12 H -1.749 -1.472 1.489
13 H 0.973 1.560 2.909
14 H -1.080 -0.773 4.184
15 H 0.721 -0.820 3.987
16 H -0.570 -1.904 3.195
17 C 1.750 -1.597 -2.578
18 C 1.021 -0.355 -3.310
19 H 1.329 -2.134 -1.685
20 H 1.664 -2.564 -3.029
21 H 2.721 -1.141 -2.437
22 H -0.039 -0.213 -2.838
23 H 0.715 -0.458 -4.307
24 H 1.544 0.678 -3.252

Computed properties:
- LUMO energy (spin up / spin down): 3.72 / 3.57 eV
- Total charge: -1
- <S²>: 0.76
- Multiplicity: 2
- HOMO (spin up / spin down): 0.976 / -3.120 eV

***

Most stable structure, least stable structure: version A, version B.